A structure of composition C44H56IN12ORbS4 in a non-equilibrium geometry. Source: OMol25; level of theory: ωB97M-V/def2-TZVPD.

```
119
Properties=species:S:1:pos:R:3:forces:R:3:mulliken_charge:R:1
Rb -0.080 0.045 -0.641 0.1 0.2 0.0 0.073
C 2.141 2.941 1.979 0.5 0.1 0.9 -0.873
C 2.408 4.020 0.954 -0.2 0.5 -0.6 -1.113
S 2.234 3.568 -0.811 -0.3 0.2 0.1 0.153
C 1.100 4.909 -1.346 -0.4 -0.8 -0.7 -0.682
C -0.230 5.030 -0.609 -0.7 0.4 0.5 -1.240
S -1.336 3.557 -0.636 0.9 0.5 -0.8 0.260
C -1.731 3.314 1.089 0.2 1.0 0.6 -0.408
C -0.576 3.415 2.068 0.3 -0.6 0.7 -0.937
S 0.598 2.045 1.840 0.1 0.1 0.4 0.328
H 2.278 3.410 2.994 -0.3 -0.4 -0.7 0.340
H 2.897 2.148 1.953 0.0 0.1 -0.2 0.240
H 3.396 4.423 1.111 0.6 0.0 0.0 0.626
H 1.743 4.877 1.082 0.0 -0.2 0.2 0.304
H 0.887 4.710 -2.417 0.3 -0.1 0.5 0.214
H 1.603 5.869 -1.316 0.2 0.2 0.1 0.510
H -0.821 5.864 -1.026 0.4 -0.2 -0.2 0.526
H -0.057 5.354 0.425 -0.1 -0.3 -0.2 0.464
H -2.150 2.324 1.127 -0.3 -0.6 0.1 -0.180
H -2.498 4.028 1.393 -0.2 0.0 0.0 0.629
H -0.935 3.317 3.098 -0.3 0.0 -0.2 -0.044
H -0.026 4.357 2.072 -0.2 0.0 -0.3 0.729
C 2.975 1.574 -5.421 -0.3 -0.2 -1.0 -0.486
C 2.861 0.207 -5.778 -0.1 0.4 -0.6 -0.236
C 3.113 -0.780 -4.883 0.3 1.2 1.1 -0.805
C 3.509 -0.376 -3.550 0.2 -1.6 0.3 0.494
N 3.686 0.909 -3.225 -0.2 0.5 0.0 -0.188
C 3.386 1.833 -4.140 0.3 0.2 0.2 -0.458
N 3.692 -1.351 -2.630 -0.3 0.6 -0.4 -0.470
C 3.889 -1.029 -1.316 0.4 0.1 -0.2 -0.286
N 2.956 -1.123 -0.415 0.6 -0.1 0.6 0.614
C 3.601 -1.016 0.875 -0.5 0.4 -0.6 -0.280
N 3.147 -1.247 2.030 -0.3 -0.1 -0.1 -0.500
C 1.822 -1.762 2.309 0.6 -0.2 0.6 -0.586
C 1.866 -2.722 3.350 1.2 0.4 -0.6 -0.895
C 0.638 -3.323 3.616 -1.9 -0.6 0.4 -1.286
C -0.515 -2.922 3.003 0.2 -0.2 0.8 -0.105
C -0.528 -1.858 1.949 -1.2 -0.1 -0.2 0.105
N 0.785 -1.391 1.611 1.1 0.8 0.0 2.049
C 5.045 -0.711 0.644 -0.2 -0.2 0.5 0.056
C 6.100 -0.589 1.538 -0.7 0.1 0.8 -0.412
C 7.374 -0.576 1.042 0.4 0.0 -1.3 -0.546
C 7.590 -0.693 -0.348 0.5 0.1 0.4 -0.715
C 6.539 -0.762 -1.239 -0.2 0.2 -0.3 -0.120
C 5.258 -0.762 -0.712 -0.7 -0.3 -0.3 -0.268
H 2.724 2.360 -6.155 0.2 -0.4 0.6 0.370
H 2.559 -0.063 -6.786 -0.1 0.1 0.0 0.404
H 2.967 -1.813 -5.080 0.0 -0.7 -0.2 0.464
H 3.530 2.853 -3.805 -0.1 0.2 0.0 0.347
H 2.818 -3.055 3.783 -0.5 0.4 -0.2 0.269
H 0.523 -4.129 4.357 0.3 0.3 -0.1 0.224
H -1.485 -3.319 3.310 0.3 0.0 0.0 0.234
H -0.889 -2.390 1.043 -0.2 0.1 -0.5 -1.488
H 5.929 -0.523 2.614 -0.1 -0.1 -0.3 0.472
H 8.223 -0.464 1.686 0.3 -0.1 0.3 0.423
H 8.614 -0.760 -0.706 -0.1 0.2 0.0 0.371
H 6.684 -0.798 -2.315 0.1 -0.1 0.1 0.465
S -0.363 -2.261 -2.973 0.7 -0.7 0.4 -0.340
C 0.667 -3.220 -1.948 -0.6 0.2 -0.5 0.091
N 0.197 -3.912 -0.892 0.6 -0.4 0.6 -0.179
C 1.307 -4.176 0.075 0.1 -0.4 -0.7 1.016
C 2.476 -4.223 -0.914 0.2 0.3 -1.0 -0.716
N 1.960 -3.432 -2.061 0.7 0.0 -0.1 -0.085
H -0.665 -3.589 -0.528 -0.9 0.2 0.4 0.110
H 1.196 -5.124 0.610 -0.2 0.2 -0.2 0.336
H 1.399 -3.355 0.781 -0.1 0.0 0.0 -0.756
H 2.729 -5.240 -1.272 -0.2 0.3 0.3 0.315
H 3.400 -3.731 -0.602 -0.2 -0.2 0.4 0.233
H 2.585 -2.725 -2.512 -0.2 -0.1 0.0 0.163
C -6.128 0.392 -2.077 -0.4 0.1 0.5 -0.965
N -4.977 1.110 -1.545 0.2 0.0 -0.7 -0.218
C -3.708 1.007 -2.095 -0.5 -0.2 0.3 0.090
N -3.642 0.646 -3.408 0.5 0.1 -0.3 -0.365
O -2.710 1.204 -1.428 0.0 0.0 0.0 0.431
H -7.001 0.675 -1.461 0.3 -0.2 -0.3 0.339
H -6.009 -0.699 -2.004 0.0 0.2 -0.1 0.291
H -6.374 0.666 -3.118 0.3 0.0 0.4 0.300
H -4.901 1.200 -0.546 -0.2 -0.1 0.2 0.320
H -4.439 0.707 -4.020 0.2 0.1 0.1 0.145
H -2.715 0.807 -3.795 -0.4 -0.2 -0.1 0.128
I -1.917 3.327 -7.077 0.1 -0.2 0.1 0.035
C -0.961 2.201 -5.631 0.2 -0.3 0.8 -0.745
C -0.534 0.887 -5.653 -0.4 -0.9 -1.0 -0.711
N -0.047 0.576 -4.453 0.1 1.2 0.9 1.022
N -0.103 1.639 -3.602 -0.1 -0.7 -0.5 0.210
C -0.669 2.602 -4.306 -0.1 0.2 -0.1 -0.378
H -0.612 0.114 -6.413 0.1 0.4 0.1 0.432
H 0.344 -0.311 -4.100 -0.2 0.1 -0.2 -0.338
H -0.903 3.548 -3.850 0.1 0.1 0.1 0.340
C -2.584 2.179 4.918 1.5 -0.6 0.6 -2.088
C -1.995 0.861 4.316 0.2 1.3 -0.8 2.538
C -0.847 0.231 5.129 -0.5 0.7 -0.8 -1.364
C -3.053 -0.082 3.840 -0.5 -0.6 0.1 -0.053
C -4.311 -0.173 4.416 0.3 0.9 0.3 0.557
C -5.294 -1.070 3.996 0.3 0.2 0.4 -1.552
C -4.890 -1.908 2.979 -0.6 -0.4 -1.0 -0.191
C -3.667 -1.877 2.316 0.4 -0.1 -0.2 -0.412
C -3.620 -2.757 1.033 -0.4 -0.4 -0.2 0.698
C -3.231 -1.988 -0.233 -0.1 1.2 1.6 -0.959
C -2.944 -4.139 1.106 0.3 -0.2 0.0 -1.559
C -2.653 -0.923 2.747 0.3 -0.7 -0.9 0.138
N -1.420 -0.703 2.226 0.1 -0.8 0.4 1.054
H -1.771 2.906 5.109 -0.1 -0.3 -0.1 0.404
H -3.056 2.038 5.901 -0.2 -0.1 -0.3 0.523
H -3.248 2.647 4.214 -0.6 0.1 -0.2 0.439
H -1.491 1.125 3.356 -0.2 0.1 0.6 -1.409
H -1.225 -0.134 6.055 -0.2 -0.4 1.0 0.333
H -0.124 1.026 5.311 0.3 -0.1 0.1 0.308
H -0.379 -0.577 4.564 -0.1 0.1 0.0 0.228
H -4.504 0.551 5.210 -0.2 -0.2 0.0 0.228
H -6.297 -1.111 4.439 0.5 0.0 -0.2 0.314
H -5.630 -2.561 2.519 -0.1 -0.2 0.3 0.261
H -4.673 -3.030 0.865 0.0 0.1 0.1 0.616
H -2.258 -1.528 -0.077 0.0 0.0 -0.2 -0.291
H -3.959 -1.171 -0.305 0.2 0.1 -0.3 0.012
H -3.232 -2.561 -1.127 0.0 -0.7 -0.8 0.519
H -1.884 -4.088 1.385 -0.3 -0.1 0.1 0.215
H -2.990 -4.684 0.141 -0.1 0.4 0.2 0.423
H -3.482 -4.761 1.831 0.3 0.1 0.1 0.366
```
Forces are in eV/Å.

Output
Maximum force in eV/A: 2.0
DFT total energy in eV: -118563.4092
Frontier orbital gap (spin up / spin down) in eV: 3.10 / 3.10
Total charge: -2